Entry 1:
# C30H75InN5Na5O14P

C30H75InN5Na5O14P as an isolated structure at a distorted geometry (ωB97M-V/def2-TZVPD, the Open Molecules 2025 dataset).

Geometry (Å):
In -0.88 -0.41 3.26
Na -1.70 2.50 0.51
Na 2.15 -0.58 0.47
Na -0.75 -0.50 -2.99
Na -3.62 0.34 0.42
Na 0.13 -3.07 0.16
P -0.67 -0.10 -0.30
O -1.66 -1.00 0.57
O -1.61 0.85 -1.15
O 0.26 -1.05 -1.04
O 0.19 0.72 0.72
C -3.80 -2.69 -1.10
O -4.60 -1.70 -0.46
C -6.00 -1.79 -0.38
C -6.63 -0.43 0.06
N -6.03 0.67 -0.76
C -6.17 0.53 -2.23
C -5.10 1.62 -2.79
O -5.96 2.55 -3.52
C -5.36 3.78 -3.77
H -2.73 -2.47 -1.14
H -4.25 -2.93 -2.07
H -3.84 -3.63 -0.56
H -6.31 -2.44 0.43
H -6.47 -2.06 -1.33
H -6.43 -0.22 1.11
H -7.70 -0.54 -0.12
H -5.97 1.60 -0.39
H -7.07 0.74 -2.82
H -5.87 -0.45 -2.61
H -4.53 1.29 -3.65
H -4.51 2.17 -2.05
H -4.68 3.61 -4.60
H -4.85 4.24 -2.93
H -6.07 4.45 -4.25
C 5.04 3.58 2.80
O 3.72 4.15 2.57
C 2.88 3.14 2.03
C 1.41 3.77 1.98
N 0.70 3.36 0.75
C 1.35 3.77 -0.51
C 0.97 5.26 -0.72
O 2.21 5.92 -0.66
C 2.21 7.19 -1.29
H 5.73 4.28 3.26
H 5.56 3.20 1.92
H 5.01 2.77 3.53
H 2.81 2.23 2.62
H 3.23 2.88 1.03
H 1.44 4.84 2.17
H 0.81 3.46 2.83
H 0.81 2.36 0.73
H 0.94 3.24 -1.37
H 2.43 3.67 -0.61
H 0.14 5.59 -0.10
H 0.62 5.39 -1.74
H 1.71 7.22 -2.26
H 3.25 7.53 -1.38
H 1.61 7.83 -0.66
C -0.19 -5.51 8.79
O -0.66 -4.78 7.66
C 0.50 -4.18 7.01
C 0.06 -3.36 5.76
N -0.82 -2.30 5.91
C -2.15 -2.62 6.35
C -2.85 -3.28 5.06
O -2.67 -2.53 3.88
C -3.13 -3.05 2.66
H -1.04 -5.59 9.46
H 0.57 -4.98 9.37
H 0.08 -6.56 8.69
H 1.02 -4.96 6.45
H 1.15 -3.56 7.63
H -0.30 -4.13 5.08
H 0.99 -2.98 5.33
H -0.36 -1.57 6.45
H -2.61 -1.65 6.51
H -2.32 -3.18 7.26
H -3.93 -3.31 5.23
H -2.45 -4.27 4.88
H -2.97 -2.45 1.77
H -4.20 -3.22 2.59
H -2.71 -4.04 2.46
C -3.03 -2.61 -4.66
O -1.67 -2.44 -4.53
C -0.90 -3.01 -5.53
C 0.59 -2.63 -5.42
N 0.93 -1.25 -5.21
C 0.48 -0.28 -6.13
C 0.55 1.18 -5.67
O -0.46 1.32 -4.59
C -0.55 2.64 -4.05
H -3.42 -1.98 -5.46
H -3.53 -2.32 -3.73
H -3.19 -3.69 -4.68
H -1.21 -2.65 -6.52
H -0.80 -4.09 -5.56
H 1.11 -2.93 -6.33
H 0.95 -3.25 -4.60
H 1.94 -1.24 -5.08
H -0.61 -0.29 -6.24
H 1.08 -0.40 -7.04
H 0.38 1.91 -6.46
H 1.53 1.36 -5.23
H -0.44 3.49 -4.72
H 0.34 2.68 -3.43
H -1.46 2.63 -3.45
C 4.45 1.38 -2.99
O 3.57 0.42 -2.46
C 3.85 -0.97 -2.30
C 4.92 -1.31 -1.30
N 4.61 -0.99 0.18
C 5.75 -0.55 0.92
C 5.41 -0.16 2.47
O 6.53 0.54 3.04
C 6.77 0.42 4.45
H 5.08 1.74 -2.17
H 3.99 2.33 -3.27
H 5.04 0.94 -3.80
H 4.23 -1.37 -3.24
H 2.90 -1.46 -2.09
H 5.88 -0.84 -1.52
H 5.12 -2.37 -1.12
H 4.23 -1.89 0.44
H 6.17 0.37 0.52
H 6.50 -1.34 0.86
H 5.10 -0.96 3.13
H 4.52 0.44 2.66
H 7.51 1.21 4.56
H 7.00 -0.63 4.61
H 5.78 0.72 4.79

The largest force on an atom comes out at 3.8 eV Å⁻¹. The calculation puts the HOMO energy at -18.87 eV. Its net charge is +5.

Here are the Mulliken charges for atoms 1 to 6, given in e: number 1, In, carries 1.300; number 2, Na, carries 0.963; number 3, Na, carries 0.854; number 4, Na, carries 0.087; number 5, Na, carries 0.769; number 6, Na, carries 0.838

---

Entry 2:
# C2H9N2O2

A 2-piece molecular cluster, C2H9N2O2 overall (ωB97M-V/def2-TZVPD, the Open Molecules 2025 dataset).

Geometry (Å):
N 1.86 -0.75 -0.85
C 0.51 -0.60 -0.28
C 0.66 0.55 0.73
N -0.45 1.12 1.19
O 1.80 0.83 1.05
H 2.51 -0.51 -0.08
H 2.04 -1.66 -1.25
H 2.05 -0.02 -1.55
H 0.24 -1.51 0.25
H -0.24 -0.44 -1.04
H -1.34 0.76 0.85
H -0.32 1.83 1.89
H -3.22 0.86 -0.57
H -3.39 -0.52 0.02
O -2.72 0.07 -0.34

The largest force on an atom comes out at 0.8 eV Å⁻¹. The calculation puts the HOMO energy at -14.66 eV. The relative energy (zero: lowest compared OMol25 entry of this formula, charge and spin) is 39.1 kJ/mol. Its net charge is +1.

Here are the natural (NBO) charges for atoms 1 to 6, given in e: number 1, N, carries -0.675; number 2, C, carries -0.337; number 3, C, carries 0.650; number 4, N, carries -0.786; number 5, O, carries -0.625; number 6, H, carries 0.477

---

Entry 3:
# C4H12

A 2-piece molecular cluster, C4H12 overall at a distorted geometry (ωB97M-V/def2-TZVPD, the Open Molecules 2025 dataset).

Geometry (Å):
C -1.46 -0.07 1.34
C -0.21 0.20 2.12
H -2.25 -0.44 2.00
H -1.88 0.80 0.78
H -1.54 -1.04 0.71
H 0.65 -0.35 1.67
H -0.35 0.03 3.18
H 0.06 1.30 2.03
C 1.16 0.39 -1.18
C 0.51 -0.49 -2.28
H 0.40 0.56 -0.33
H 1.98 -0.21 -0.76
H 1.62 1.21 -1.56
H -0.48 -0.79 -2.01
H 1.24 -1.35 -2.48
H 0.54 0.15 -3.21

The largest force on an atom comes out at 4.4 eV Å⁻¹. The calculation puts the HOMO energy at -11.31 eV. The relative energy (zero: lowest compared OMol25 entry of this formula, charge and spin) is 95.3 kJ/mol.

Here are the natural (NBO) charges for atoms 1 to 6, given in e: number 1, C, carries -0.645; number 2, C, carries -0.632; number 3, H, carries 0.214; number 4, H, carries 0.214; number 5, H, carries 0.211; number 6, H, carries 0.215

---

> Which of these has the lowest largest force on an atom?

C2H9N2O2

---

> Among the records above, which one has the lowest largest force on an atom?

C2H9N2O2

---

> What is the formula in the third record?

C4H12

---

> Which value of largest force on an atom does entry 2 give?

0.8 eV Å⁻¹